ORCA calculation (ωB97M-V with the def2-TZVPD basis set) on C33H64N3O17 as an isolated structure at a distorted geometry.

CARTESIAN COORDINATES (ANGSTROEM)
C 0.62121 -1.43695 -1.71150
C 0.71601 -0.29730 -0.78674
O 1.81452 -0.11571 -0.22583
N -0.47088 0.57943 -0.34076
H -0.56949 1.25479 -1.08520
H -1.33464 0.10798 -0.29106
C -0.16697 1.49825 0.74833
H -0.28037 -1.45266 -2.44800
H 0.68260 -2.34386 -1.06391
H 1.20361 -1.52877 -2.38918
H -1.00689 2.19512 0.63169
H 0.95088 2.12387 0.53849
H -0.55232 1.15585 1.77325
N -0.89360 2.97516 -2.51103
O 0.29348 2.44684 -2.31649
O -1.82761 2.60774 -1.77051
O -1.07695 3.51819 -3.65977
N -2.90916 -0.19936 -2.45892
O -2.36791 -1.33486 -2.38325
O -3.50461 0.12741 -3.53160
O -2.51087 0.72218 -1.77017
C 3.13551 0.07039 2.40882
C 4.18735 0.36691 3.60371
C 4.82877 1.69622 3.57980
O 3.40840 0.30511 4.76450
H 2.32726 0.85195 2.13779
H 2.55936 -0.79397 2.59655
H 3.57366 -0.24366 1.67236
H 4.79359 -0.45248 3.72058
H 5.31937 1.75187 2.56313
H 5.66833 1.68290 4.12830
H 4.09830 2.51427 3.78094
H 3.90276 0.76634 5.40006
C -0.13084 2.74015 3.27586
C 1.43411 2.61714 3.57927
C 1.71154 2.65845 4.96828
O 1.61341 1.32051 3.12364
H -0.66889 1.99858 3.78068
H -0.17597 2.57735 2.24199
H -0.49437 3.63843 3.75401
H 1.94868 3.41468 3.02034
H 2.76748 2.17212 5.11598
H 0.97265 2.10164 5.61251
H 1.67739 3.67061 5.31773
H 2.46496 1.18196 3.10824
C 2.67514 -6.29359 -4.61920
C 1.53677 -5.39601 -5.04359
C 1.13335 -4.34564 -3.92890
O 1.97687 -4.64244 -6.24169
H 3.07984 -7.09007 -5.27123
H 2.57838 -7.00698 -4.00038
H 3.24532 -5.63301 -4.23282
H 0.66251 -5.99471 -5.22527
H 1.79665 -3.57325 -3.68026
H 1.11752 -4.71842 -2.87412
H 0.42850 -3.95229 -4.30358
H 2.67557 -4.20902 -5.90716
C 1.80305 -0.73895 -6.49862
C 0.32789 -0.76393 -5.82350
C -0.36248 -2.11072 -5.45005
O 0.47897 -0.01699 -4.58184
H 2.52923 -1.12130 -5.85679
H 1.93313 0.22385 -6.77678
H 1.65748 -1.12096 -7.35422
H -0.13489 -0.08228 -6.48303
H 0.20945 -2.69446 -4.68818
H -0.27997 -2.88236 -6.14646
H -1.35910 -2.00153 -4.93538
H 0.58675 0.97067 -4.67332
C 3.18282 3.18077 2.18509
C 2.57038 4.52862 1.64180
C 2.43374 4.70976 0.18551
O 1.25269 4.52696 2.14734
H 4.24776 3.09285 1.65619
H 2.52043 2.35663 2.03019
H 3.45348 3.20016 3.13398
H 3.21516 5.17545 2.17530
H 1.68245 5.48456 -0.21687
H 2.23752 3.86027 -0.37944
H 3.37995 4.93865 -0.03125
H 0.80792 5.11380 1.89489
C -1.51770 -4.61542 -0.08498
C -2.70738 -4.79518 -1.05251
C -3.42562 -6.10869 -0.59938
O -3.52053 -3.67056 -1.02321
H -0.93943 -5.37582 -0.18401
H -1.79407 -4.21747 1.00879
H -0.90017 -3.82795 -0.52506
H -2.37252 -4.78803 -2.13287
H -3.80067 -5.69322 0.33341
H -2.74772 -6.84946 -0.29677
H -4.27240 -6.41290 -1.11092
H -2.99068 -2.96013 -1.30507
C -2.45967 -0.64843 1.54155
C -3.31042 0.18640 2.47508
C -2.87731 0.51349 3.90787
O -3.56792 1.26453 4.63116
C -1.48736 -0.01487 4.20669
C -0.52985 -0.64652 3.19931
C -0.97159 -0.92886 1.83696
O -0.28621 -1.33882 0.95610
H -2.70355 -0.93166 0.50803
H -4.47868 0.26631 2.26256
H -1.22853 0.33360 5.21343
H 0.59248 -0.92549 3.45350
C -4.84303 1.71951 2.36949
C -5.62288 2.91335 2.87515
C -5.29105 4.23012 2.12068
O -5.77228 5.38144 2.42231
C -4.19145 4.29776 1.21013
C -3.46777 3.03296 0.74936
C -3.94078 1.74387 1.21183
O -3.35916 0.68423 0.66850
H -5.31693 0.60125 2.78624
H -6.39370 2.83445 3.59094
H -3.83738 5.31474 0.77490
H -2.67915 3.24651 -0.02843

## Properties
Multiplicity   1
Total charge   -1
Energy relative to the best compared isomer or geometry (same formula, charge and spin)   24.798 eV
HOMO energy   -5.364 eV
Electronic energy   -2737.462758 Ha
HOMO-LUMO gap   4.518 eV